# 1
An isolated molecule of C2H3NO2, computed with ωB97M-V with the def2-TZVPD basis set.

The geometry in XYZ format:
```
8
Properties=species:S:1:pos:R:3
C 0.55 0.11 -0.75
C 0.02 0.35 0.63
O 0.48 0.94 1.55
N -1.44 -0.26 0.60
O -1.66 -1.26 1.22
H 1.25 0.89 -1.03
H 1.07 -0.85 -0.76
H -0.27 0.07 -1.45
```

frontier orbital gap (alpha / beta): 8.52 / 8.52 eV
multiplicity: 1
SMILES string: CC(=O)N=O
LUMO level (alpha / beta): -0.018 / -0.018 Eh
energy above the lowest of the compared OMol25 structures with the same formula, charge and spin: 72.4 kcal/mol



# 2
An isolated molecule of C6H9N, computed with ωB97M-V with the def2-TZVPD basis set.

The geometry in XYZ format:
```
16
Properties=species:S:1:pos:R:3
C 1.41 1.29 -0.07
C -0.07 1.32 -0.28
N 1.84 0.01 -0.66
C 0.88 -0.91 -0.03
C -0.40 -0.07 -0.06
C -1.53 -0.03 1.00
C -1.77 -0.64 -0.32
H 1.56 1.25 1.02
H 1.99 2.13 -0.44
H 1.52 0.10 -1.63
H 1.24 -1.13 0.98
H 0.82 -1.86 -0.58
H -1.94 0.96 1.20
H -1.38 -0.66 1.87
H -1.80 -1.72 -0.36
H -2.41 -0.12 -1.03
```

frontier orbital gap: 8.64 eV
multiplicity: 1
LUMO level: 0.014 Eh
energy above the lowest of the compared OMol25 structures with the same formula, charge and spin: 105.0 kcal/mol



# 3
An isolated molecule of C5H8O, computed with ωB97M-V with the def2-TZVPD basis set.

The geometry in XYZ format:
```
14
Properties=species:S:1:pos:R:3
C -1.53 -0.33 -0.46
C -0.70 1.00 0.43
C 0.62 0.33 0.74
C 1.64 0.09 -0.32
C 0.62 -0.97 -0.22
O -0.42 -0.89 -1.14
H -2.29 -0.21 -1.29
H -1.95 -1.06 0.28
H -0.60 1.82 -0.30
H -1.18 1.41 1.36
H 0.90 0.20 1.80
H 1.58 0.70 -1.20
H 2.63 -0.17 0.01
H 0.70 -1.92 0.30
```

frontier orbital gap: 10.35 eV
multiplicity: 1
SMILES string: C1C[C@@H]2C[C@@H]2O1
LUMO level: 0.044 Eh
energy above the lowest of the compared OMol25 structures with the same formula, charge and spin: 58.6 kcal/mol